No. 1
The following is a quantum chemistry calculation of a molecular structure, C25H26N8O5STi, from OMol25.

```
66
Properties=species:S:1:pos:R:3:forces:R:3:lowdin_spin:R:1
Ti 0.1812 -0.5034 0.8530 0.1 0.7 -0.2 0.93
O -2.9680 2.2620 1.4197 0.1 0.0 0.0 0.07
C -1.8269 1.6220 1.0939 -0.1 0.1 0.0 0.20
O -1.7327 0.3652 1.2688 0.1 -0.1 -0.2 0.11
C -0.7533 2.3460 0.5530 0.0 0.1 0.0 0.14
C -0.6005 3.7450 0.3852 0.0 0.0 -0.1 0.06
C 0.5719 4.2137 -0.1442 0.0 0.0 0.0 0.05
C 1.6225 3.3233 -0.4854 0.0 -0.1 0.0 0.13
C 1.4312 1.9850 -0.2400 0.0 0.2 0.0 0.02
N 0.2789 1.5128 0.2324 0.0 -0.3 0.2 0.16
C 2.4657 0.8847 -0.4104 0.1 0.1 0.0 0.00
O 3.4445 1.0456 -1.1221 -0.1 0.0 0.0 0.01
O 2.1613 -0.1761 0.2531 -0.2 0.0 0.1 0.00
H -3.5299 1.6149 1.8668 0.0 0.0 0.0 0.00
H -1.3828 4.4157 0.7159 0.0 0.0 0.0 0.00
H 0.7133 5.2799 -0.2701 0.0 0.0 0.0 0.00
H 2.5653 3.6647 -0.8854 0.0 0.0 0.0 0.01
C 5.2179 -0.6364 3.2255 0.0 0.0 0.0 0.00
C 4.2802 -1.1456 4.3108 0.0 -0.1 0.0 0.00
N 2.9825 -0.4854 4.2760 0.0 0.1 -0.1 0.01
C 2.0503 -0.7741 3.3425 0.2 -0.2 0.0 0.01
S 0.7364 0.3207 3.1395 -0.1 0.0 0.1 -0.01
N 2.2201 -1.9045 2.6593 0.1 0.1 0.0 0.00
N 1.2081 -2.0981 1.8068 0.1 -0.1 -0.1 0.01
C 1.2143 -3.1089 0.9987 -0.1 -0.2 0.0 0.02
C 2.3827 -4.0251 0.8663 -0.1 0.0 0.0 0.00
C -0.0809 -3.3024 0.3125 0.0 -0.2 0.4 0.01
C -0.4315 -4.4334 -0.4146 0.0 0.0 -0.1 0.00
C -1.7481 -4.5817 -0.8232 0.1 0.0 0.0 0.01
C -2.6834 -3.6087 -0.5049 0.0 0.1 0.0 0.01
C -2.2489 -2.4812 0.1741 0.0 0.0 -0.1 0.01
N -0.9901 -2.3375 0.5612 0.2 0.0 -0.1 0.01
H 6.1576 -1.1911 3.2402 0.0 0.0 0.0 0.00
H 5.4485 0.4207 3.3681 0.0 0.0 0.0 0.00
H 4.7611 -0.7583 2.2430 0.0 0.0 0.0 0.00
H 4.6991 -0.9833 5.3051 0.0 0.0 0.0 0.00
H 4.1111 -2.2142 4.1968 0.0 0.0 0.0 0.00
H 2.9411 0.4639 4.6115 0.0 -0.1 0.1 0.00
H 2.8003 -4.2225 1.8526 0.0 0.0 0.0 0.00
H 3.1612 -3.5258 0.2839 0.0 0.0 0.0 0.00
H 2.1278 -4.9660 0.3847 0.0 0.0 0.0 0.00
H 0.3055 -5.1891 -0.6406 0.0 0.0 0.0 0.00
H -2.0408 -5.4654 -1.3749 0.0 0.0 0.0 0.00
H -3.7223 -3.7059 -0.7850 0.0 0.0 0.0 0.00
H -2.9029 -1.6511 0.4119 0.0 0.0 0.0 0.00
C 1.7944 -0.7859 -3.6454 0.1 0.0 0.0 0.00
C 0.9474 -0.9086 -2.4751 -0.2 0.2 0.0 0.01
N 0.2825 -0.9267 -1.5436 0.0 -0.2 0.2 0.01
H 2.7648 -1.2312 -3.4326 0.0 0.0 0.0 0.00
H 1.9398 0.2733 -3.8527 0.0 0.0 0.0 0.00
H 1.3312 -1.2759 -4.4993 0.0 0.0 0.0 0.00
N -3.2090 4.9264 -1.7947 0.0 0.0 -0.1 0.00
C -4.1444 4.0436 -2.2256 0.0 0.0 0.1 0.00
O -5.2606 4.3828 -2.5687 0.0 0.0 0.0 0.00
C -3.7274 2.6038 -2.2512 0.0 0.0 0.0 0.00
C -4.7130 1.6253 -2.2160 0.1 0.0 0.0 0.00
C -4.3305 0.2968 -2.2552 0.0 0.0 0.0 0.00
C -2.9757 0.0005 -2.3409 0.0 0.0 0.1 0.00
N -2.0242 0.9249 -2.3877 0.1 0.0 -0.1 0.00
C -2.4026 2.1978 -2.3465 0.0 0.0 0.1 0.00
H -3.4747 5.8943 -1.7384 0.0 0.0 0.0 0.00
H -2.3459 4.6268 -1.3773 0.0 0.0 0.0 0.00
H -5.7507 1.9267 -2.1641 0.0 0.0 0.0 0.00
H -5.0620 -0.4995 -2.2257 0.0 0.0 0.0 0.00
H -2.6387 -1.0316 -2.3711 0.0 0.0 0.0 0.00
H -1.5993 2.9260 -2.3999 0.0 0.0 0.0 0.00
```
Positions in Å, forces in eV/Å.

Lowest unoccupied orbital energy (spin up / spin down) = -0.325 / -0.568 eV
Highest occupied orbital energy (spin up / spin down) = -5.82 / -7.83 eV
Net charge = 0
Multiplicity = 3
<S²> = 2.017
ΔE to the lowest compared entry with this formula, charge and spin = 0.066 eV

---

No. 2
The following is a quantum chemistry calculation of 3 unconnected molecules or ions with the total composition C25H26NO5P, from OMol25.

```
58
Properties=species:S:1:pos:R:3:forces:R:3:lowdin_charge:R:1
C 3.3530 -2.3399 0.6182 0.5 0.6 -0.5 0.09
C 2.7534 -1.5087 -0.0185 -0.1 0.7 -0.5 -0.17
C 2.1859 -0.3890 -0.8559 0.8 -0.5 0.4 -0.29
P 0.4511 0.0514 -0.2904 0.4 0.3 0.1 0.83
C -0.3928 -0.7904 -1.8241 -1.6 -0.1 0.3 -0.24
C -1.7301 -0.0422 -2.0846 0.5 -0.9 0.7 -0.44
O -1.9427 0.6313 -3.0609 0.0 0.2 0.1 0.08
C -2.8268 -0.2673 -0.9938 0.4 -0.1 -0.8 -0.17
C -3.7892 -1.2620 -1.2913 -0.1 0.9 1.6 -0.02
C -4.7676 -1.5101 -0.2938 0.6 -0.1 -0.7 -0.08
C -4.7623 -0.8061 0.9178 0.0 0.3 0.4 -0.10
C -3.8093 0.1960 1.1949 0.2 -0.6 -1.0 -0.07
C -2.8276 0.4540 0.2166 -0.4 -0.3 0.2 -0.06
N 1.1759 0.9886 1.0839 -1.0 0.1 0.1 -0.26
C 0.9930 2.4418 0.9124 0.9 0.8 0.6 -0.36
C 1.7153 3.0543 -0.3255 -0.8 -0.4 0.1 -0.11
H 4.1549 -2.9485 1.0136 -0.8 0.1 0.0 0.03
H 2.8331 0.4891 -0.6649 -0.5 -0.4 0.0 0.07
H 2.2877 -0.6223 -1.9300 -0.3 -0.1 0.5 0.08
H -0.2860 1.2322 -0.6155 0.3 -0.1 -0.2 0.02
H -0.1812 -0.8551 0.6113 0.3 0.2 -0.3 0.06
H 0.2485 -0.8213 -2.7203 -0.4 0.0 0.3 0.08
H -0.7065 -1.7999 -1.4704 0.5 0.4 -0.5 0.09
H -3.7520 -1.7983 -2.2453 -0.1 0.2 0.5 0.12
H -5.5048 -2.2978 -0.4925 0.2 0.4 0.3 0.10
H -5.5126 -1.0296 1.6918 0.3 0.0 -0.5 0.10
H -3.7998 0.7371 2.1476 -0.1 -0.3 -0.5 0.11
H -2.0538 1.2075 0.4176 -0.5 -0.3 -0.2 0.08
H 0.6028 0.7510 1.8986 0.4 -0.1 0.0 0.06
H 1.4391 2.9276 1.8093 -0.3 -0.3 -0.4 0.11
H -0.0784 2.7618 0.9084 0.5 -0.2 -0.3 0.08
H 1.1211 2.7899 -1.2263 0.5 0.4 0.3 0.06
H 2.7481 2.6943 -0.4752 -0.4 0.2 0.3 0.07
H 1.7240 4.1520 -0.2020 0.0 -0.5 -0.2 0.07
O 4.1103 -5.0977 0.9733 0.0 -0.3 0.1 0.07
C 3.5059 -5.7867 1.7690 0.1 0.0 -0.1 -0.38
C 4.1491 -6.2722 3.0126 0.0 0.0 0.1 0.02
C 3.4851 -7.0292 3.8826 0.1 0.1 0.0 0.02
C 2.0736 -7.4171 3.6456 -0.1 -0.1 0.1 -0.39
O 1.4685 -8.1050 4.4395 0.0 0.0 0.0 0.11
C 1.4312 -6.9305 2.4013 0.0 0.1 -0.1 0.02
C 2.0959 -6.1737 1.5316 -0.1 -0.1 0.0 0.03
H 5.1795 -5.9787 3.1693 0.0 0.0 0.0 0.12
H 3.9379 -7.3941 4.7957 0.0 0.0 0.0 0.12
H 0.4009 -7.2236 2.2442 0.0 0.0 0.0 0.12
H 1.6439 -5.8081 0.6183 0.1 0.0 0.0 0.12
O -0.7945 7.5406 -4.2265 0.0 0.0 0.0 0.11
C -0.9866 6.8638 -3.2391 0.0 0.0 -0.1 -0.39
C -0.3468 7.1956 -1.9428 0.0 0.0 0.1 0.02
C -0.5559 6.4514 -0.8597 0.1 0.1 0.0 0.01
C -1.4379 5.2613 -0.9026 0.0 -0.1 0.0 -0.39
O -1.6294 4.5836 0.0857 0.0 0.0 0.0 0.09
C -2.0774 4.9288 -2.1974 0.0 0.0 -0.1 0.03
C -1.8684 5.6729 -3.2809 -0.1 -0.1 0.1 0.03
H 0.2933 8.0687 -1.9304 0.0 0.0 0.0 0.12
H -0.0972 6.6772 0.0949 0.0 0.0 0.0 0.12
H -2.7172 4.0548 -2.2097 0.0 0.0 0.0 0.12
H -2.3268 5.4464 -4.2350 0.0 0.0 0.0 0.12
```
Positions in Å, forces in eV/Å.

Lowest unoccupied orbital energy = -1.624 eV
Highest occupied orbital energy = -8.48 eV
Net charge = 0
SMILES = C#CC[PH2](CC(=O)c1ccccc1)NCC.O=C1C=CC(=O)C=C1.O=C1C=CC(=O)C=C1
ΔE to the lowest compared entry with this formula, charge and spin = 0.536 eV

---

No. 3
The following is a quantum chemistry calculation of 2 unconnected molecules or ions with the total composition C25H26O4S, from OMol25.

```
56
Properties=species:S:1:pos:R:3:forces:R:3:lowdin_charge:R:1
C 5.9943 0.9907 1.3060 0.2 0.2 0.1 -0.05
C 4.8449 0.0635 1.0652 -0.2 -0.4 -0.3 -0.27
C 4.6503 -0.4732 -0.2189 0.3 -0.1 0.1 -0.04
C 3.5391 -1.2383 -0.4996 -0.7 -0.5 0.1 -0.02
C 2.5607 -1.5472 0.5000 1.3 1.2 0.2 -0.19
C 1.3409 -2.1528 0.0979 0.1 -0.3 -1.3 0.05
C 0.3712 -2.7322 0.9708 -1.5 -0.4 0.9 -0.21
C -0.3112 -3.9220 0.5778 0.3 0.6 -0.1 0.00
C -1.3268 -4.4628 1.3473 0.2 0.0 0.2 -0.04
C -1.7216 -3.8429 2.5451 0.3 0.0 -0.3 -0.28
C -2.8420 -4.4225 3.3507 -0.2 -0.1 0.2 -0.05
C -1.0576 -2.6829 2.9598 0.1 -0.3 -0.1 -0.02
C -0.0285 -2.1400 2.1997 0.0 -0.1 -0.4 -0.01
C 2.8884 -1.1528 1.8333 -0.2 0.0 -0.2 0.00
C 3.9710 -0.3256 2.0940 0.2 -0.1 -0.1 -0.02
H 5.8899 1.4879 2.2751 0.1 0.0 -0.1 0.08
H 6.9597 0.4633 1.2891 -0.3 0.1 0.0 0.09
H 6.0286 1.7566 0.5188 0.0 -0.2 0.2 0.09
H 5.3982 -0.2957 -1.0027 -0.4 0.1 0.3 0.13
H 3.3743 -1.6311 -1.5021 0.0 0.3 0.2 0.11
H 1.2438 -2.3843 -0.9728 0.3 -0.3 0.7 0.13
H -0.0049 -4.4027 -0.3530 -0.2 0.1 0.2 0.13
H -1.8121 -5.3967 1.0425 0.2 0.4 0.0 0.12
H -2.8780 -3.9668 4.3455 -0.1 -0.1 -0.2 0.08
H -3.8046 -4.2328 2.8549 0.2 0.0 0.1 0.08
H -2.7400 -5.5106 3.4585 0.0 0.3 0.0 0.09
H -1.3495 -2.2232 3.9084 0.1 0.0 -0.4 0.12
H 0.4354 -1.2148 2.5359 -0.3 -0.2 -0.2 0.11
H 2.2895 -1.5158 2.6660 0.2 0.2 -0.2 0.10
H 4.1926 0.0043 3.1169 -0.2 -0.2 -0.4 0.12
C -4.1699 -2.1269 0.4020 0.0 -0.2 0.4 -0.07
C -3.5004 -1.5565 -0.8118 0.3 0.2 -0.1 -0.22
O -2.1492 -1.1536 -0.4698 -0.2 -0.1 -0.4 -0.04
C -1.4052 -0.8666 -1.5878 -0.1 -0.2 -1.0 -0.52
C -0.0791 -0.3566 -1.2217 -0.8 -0.9 0.9 -0.14
S 0.7818 0.5440 -2.3765 0.6 2.1 -0.3 0.67
C 1.1644 2.0912 -1.5194 0.3 0.2 0.4 -0.26
C 0.4676 3.2689 -1.8132 0.0 -0.1 0.1 -0.05
C 0.8111 4.4601 -1.1680 0.2 -0.3 0.1 -0.08
C 1.8517 4.4711 -0.2339 0.1 -0.1 0.0 -0.09
C 2.5705 3.3020 0.0418 -0.3 -0.1 -0.2 -0.07
C 2.2186 2.1172 -0.6089 0.0 0.0 0.1 -0.06
O 2.0677 -0.0641 -2.6683 -0.3 -0.2 0.0 -0.32
O -0.0464 1.0236 -3.4533 0.0 -0.8 -0.3 -0.30
O -1.8509 -1.0570 -2.7196 0.8 0.2 1.6 0.06
H -5.2164 -2.3323 0.1891 -0.1 0.0 -0.1 0.08
H -3.7152 -3.0746 0.6874 0.1 0.0 0.1 0.05
H -4.1355 -1.4459 1.2521 0.1 0.0 0.0 0.08
H -3.4445 -2.2953 -1.6150 -0.1 0.2 0.0 0.12
H -4.0292 -0.6659 -1.1711 0.1 -0.2 -0.1 0.13
H 0.0610 -0.0361 -0.1931 -0.2 0.3 -0.3 0.09
H -0.3266 3.2582 -2.5548 0.1 -0.1 0.1 0.11
H 0.2713 5.3800 -1.4067 0.2 -0.3 0.1 0.11
H 2.1133 5.3970 0.2772 0.0 -0.2 -0.1 0.10
H 3.4113 3.2987 0.7419 -0.3 0.1 -0.2 0.10
H 2.7820 1.2008 -0.4387 -0.1 0.3 0.0 0.08
```
Positions in Å, forces in eV/Å.

Lowest unoccupied orbital energy = -2.066 eV
Highest occupied orbital energy = -7.62 eV
Net charge = 0

---

No. 4
The following is a quantum chemistry calculation of a molecular structure, C25H27AlCl2OP, from OMol25.

```
57
Properties=species:S:1:pos:R:3:forces:R:3:lowdin_charge:R:1
Al -0.0885 -1.7403 0.3294 1.0 -0.6 1.0 -0.68
Cl -1.7948 -1.2083 1.4983 -0.5 0.3 0.1 0.32
Cl -0.2865 -2.4979 -1.6693 -0.2 0.1 -0.7 0.30
C 0.5967 -3.3390 1.2559 -3.1 -0.4 -0.4 -0.20
H 0.6863 -4.1899 0.5698 0.1 0.1 0.3 0.02
H -0.1579 -3.5953 2.0161 0.2 -0.2 0.2 0.02
C -0.7009 1.8902 -0.5864 1.1 2.5 1.1 -0.12
C -1.0392 0.7596 -1.1009 -0.7 -2.4 -1.6 -0.20
H 0.3182 2.0620 -0.2208 -0.2 -0.1 -0.4 0.10
C -2.4509 0.3962 -1.4730 -0.5 0.1 0.0 -0.22
H -0.2959 0.0049 -1.3940 -0.2 0.5 0.5 0.02
C -3.3053 1.6371 -1.7681 0.3 -0.1 -0.1 -0.21
H -2.4494 -0.3004 -2.3229 0.0 0.2 0.2 0.10
H -2.9004 -0.1517 -0.6274 0.2 0.1 -0.3 0.06
C -3.1092 2.7243 -0.7094 0.1 -0.1 0.2 -0.21
H -3.0110 2.0303 -2.7495 -0.1 0.0 0.0 0.11
H -4.3639 1.3584 -1.8287 0.1 0.1 0.0 0.10
C -1.6267 3.0644 -0.4501 -0.6 0.2 0.1 -0.19
H -3.6370 3.6341 -1.0131 0.0 -0.1 0.1 0.10
H -3.5567 2.3910 0.2347 0.0 0.0 -0.1 0.11
H -1.3321 3.8628 -1.1509 0.2 -0.2 0.1 0.11
H -1.5297 3.5029 0.5518 0.0 0.0 -0.1 0.11
O 1.2278 -0.5448 0.4952 -0.1 0.5 -0.9 -0.31
P 2.7016 -0.5052 0.9781 -0.5 -0.1 3.0 0.87
C 3.4021 -2.1439 0.7591 0.7 0.3 -0.8 -0.27
C 4.6514 -2.2716 0.1121 -0.4 -0.5 0.1 -0.07
C 5.2411 -3.5285 -0.0240 0.0 0.3 -0.1 -0.11
C 4.5833 -4.6646 0.4549 -0.6 0.2 0.2 -0.09
C 3.3346 -4.5267 1.0774 0.1 -0.2 -0.5 -0.08
C 2.7304 -3.2815 1.2056 3.4 0.2 1.1 -0.15
C 3.5245 0.7691 0.0240 0.2 0.7 -0.8 -0.27
C 4.6201 1.4635 0.5779 -0.2 -0.1 -0.2 -0.07
C 5.2344 2.4943 -0.1326 -0.1 -0.1 -0.1 -0.09
C 4.7494 2.8690 -1.3891 -0.2 -0.3 0.1 -0.10
C 3.6580 2.1894 -1.9406 0.1 0.0 0.0 -0.09
C 3.0539 1.1372 -1.2489 0.2 0.1 0.1 -0.06
C 2.7181 -0.0422 2.7095 0.3 -1.6 -2.3 -0.34
C 1.9867 1.0804 3.1301 -0.6 1.6 0.8 -0.13
C 2.0475 1.4893 4.4651 0.2 -0.3 -0.7 -0.13
C 2.8023 0.7616 5.3925 -0.5 1.0 0.7 -0.17
C 3.4960 -0.3788 4.9813 0.5 -1.1 -1.3 -0.15
C 3.4599 -0.7837 3.6457 0.4 -0.1 1.6 -0.12
H 5.1434 -1.3797 -0.2726 0.0 -0.2 0.1 0.10
H 6.2144 -3.6149 -0.5075 -0.2 0.0 0.1 0.09
H 5.0318 -5.6521 0.3497 0.0 0.2 0.1 0.09
H 2.7991 -5.4047 1.4393 0.2 0.1 0.0 0.11
H 1.6241 -3.2141 1.9021 0.1 0.0 -0.5 0.04
H 4.9792 1.1989 1.5750 -0.2 0.0 -0.3 0.11
H 6.0881 3.0118 0.3062 -0.2 -0.1 -0.1 0.10
H 5.2165 3.6891 -1.9347 -0.1 -0.2 0.1 0.10
H 3.2677 2.4820 -2.9165 0.1 -0.1 0.2 0.10
H 2.2073 0.6084 -1.6964 0.2 0.2 0.3 0.11
H 1.3706 1.6312 2.4129 0.1 -0.2 0.3 0.09
H 1.5005 2.3760 4.7826 0.0 -0.2 -0.1 0.09
H 2.8464 1.0838 6.4345 0.0 -0.1 -0.3 0.07
H 4.0708 -0.9642 5.6998 -0.1 0.1 -0.2 0.08
H 4.0052 -1.6749 3.3261 -0.1 0.2 0.1 0.09
```
Positions in Å, forces in eV/Å.

Lowest unoccupied orbital energy (spin up / spin down) = 2.737 / 2.748 eV
Highest occupied orbital energy (spin up / spin down) = -3.31 / -0.87 eV
Net charge = -1
ΔE to the lowest compared entry with this formula, charge and spin = 0.193 eV

---

Number 1: calculated total energy -82460.233 eV. Number 2: calculated total energy -47356.289 eV. Number 3: calculated total energy -45369.203 eV. Number 4: calculated total energy -69344.291 eV.